{"formula": "C48H58N8NbO17", "method": "ωB97M-V/def2-TZVPD", "elements": ["C", "O", "C", "Nb", "N", "C", "C", "C", "O", "C", "C", "C", "O", "N", "C", "C", "O", "C", "C", "O", "H", "H", "H", "H", "H", "H", "H", "H", "H", "H", "H", "H", "H", "H", "H", "H", "H", "H", "H", "H", "H", "H", "H", "H", "H", "H", "H", "H", "C", "C", "C", "C", "C", "C", "N", "O", "O", "H", "H", "H", "H", "H", "C", "C", "C", "C", "C", "C", "N", "O", "O", "H", "H", "H", "H", "H", "C", "C", "C", "C", "C", "C", "N", "O", "O", "H", "H", "H", "H", "H", "C", "C", "C", "C", "C", "C", "N", "O", "O", "H", "H", "H", "H", "H", "C", "C", "C", "C", "C", "C", "N", "O", "O", "H", "H", "H", "H", "H", "C", "C", "C", "C", "C", "C", "N", "O", "O", "H", "H", "H", "H", "H"], "xyz": [[0.92322, 1.84699, 4.29547], [2.04850, 1.62644, 3.49886], [2.13892, 2.49550, 2.35063], [2.22334, 1.48957, 0.25362], [3.58687, 2.87789, -0.33602], [3.89892, -0.04491, 0.33492], [4.72746, 0.10484, 1.61023], [5.64073, 1.30755, 1.69287], [6.67495, 1.29249, 0.70001], [0.57100, 2.49115, -0.91180], [0.41352, 4.00257, -0.71279], [1.42940, 4.88961, -1.41863], [1.84629, 4.35228, -2.66932], [0.81192, -0.04680, 0.70384], [0.19541, -0.66799, -0.41483], [0.93635, -1.85497, -0.96722], [-0.83704, -0.25653, -0.91967], [0.86946, -0.91285, 1.83233], [-0.40034, -0.97552, 2.62748], [1.84615, -1.57818, 2.10295], [-0.00660, 1.82371, 3.71299], [0.89877, 1.05182, 5.04066], [0.97517, 2.82254, 4.80297], [1.33032, 3.24358, 2.40935], [3.06488, 3.07906, 2.47187], [2.29428, 0.73980, -1.44273], [3.82468, 3.66793, 0.25281], [4.40855, 2.59612, -0.85330], [3.50709, -1.05901, 0.28254], [4.53241, 0.04612, -0.55461], [4.08425, 0.09468, 2.49828], [5.39307, -0.76234, 1.70314], [5.07253, 2.23778, 1.61191], [6.16425, 1.32750, 2.65037], [6.24863, 1.47472, -0.14333], [-0.34074, 1.98809, -0.58429], [0.64744, 2.29488, -1.98105], [0.43224, 4.29370, 0.34615], [-0.59429, 4.24830, -1.06289], [2.29719, 5.03674, -0.77546], [0.99261, 5.87722, -1.60292], [2.80552, 4.37920, -2.70270], [1.37080, -1.54149, -1.91771], [0.25644, -2.69211, -1.12481], [1.73884, -2.14585, -0.29710], [-0.17298, -1.19357, 3.66645], [-0.97811, -0.06732, 2.51255], [-0.98729, -1.80916, 2.22350], [-3.84879, 2.79906, 4.98563], [-3.30637, 1.91944, 4.05908], [-2.97709, 2.35879, 2.78748], [-3.19801, 3.68734, 2.48643], [-3.73453, 4.58873, 3.38506], [-4.06612, 4.12821, 4.64884], [-2.80297, 4.17540, 1.14910], [-2.35435, 3.36572, 0.36435], [-2.92450, 5.36217, 0.92296], [-4.09686, 2.44752, 5.97845], [-3.12754, 0.89076, 4.32690], [-2.54466, 1.70713, 2.04313], [-3.87435, 5.61730, 3.08937], [-4.48509, 4.81316, 5.37352], [-3.05991, 2.52918, -2.66627], [-2.50657, 1.47547, -3.38438], [-2.91721, 1.23025, -4.68465], [-3.88031, 2.05881, -5.23316], [-4.44843, 3.11447, -4.54256], [-4.02492, 3.34489, -3.24296], [-4.31622, 1.81190, -6.62077], [-3.81987, 0.87508, -7.21562], [-5.14613, 2.56092, -7.09972], [-2.72641, 2.71672, -1.65899], [-1.74469, 0.85593, -2.92512], [-2.50763, 0.42266, -5.27206], [-5.19357, 3.72816, -5.02458], [-4.44454, 4.16846, -2.68042], [-2.56198, -4.39473, -2.49212], [-3.41919, -5.35723, -1.97528], [-4.20994, -5.06885, -0.87709], [-4.11378, -3.80597, -0.31990], [-3.26802, -2.82674, -0.81102], [-2.48911, -3.13362, -1.91679], [-4.94112, -3.50903, 0.86112], [-5.64786, -4.39449, 1.30353], [-4.86484, -2.39792, 1.34729], [-1.94425, -4.62843, -3.34893], [-3.47144, -6.33927, -2.42561], [-4.88186, -5.79477, -0.44639], [-3.21566, -1.85021, -0.35247], [-1.82410, -2.37627, -2.31017], [-4.93888, -3.90040, 5.36606], [-4.37930, -4.39839, 6.53517], [-3.16394, -3.91234, 6.98969], [-2.53240, -2.93390, 6.24491], [-3.05840, -2.43225, 5.06838], [-4.28297, -2.91809, 4.63645], [-1.24906, -2.39454, 6.74623], [-0.80725, -2.86177, 7.77646], [-0.72034, -1.50829, 6.10751], [-5.89086, -4.27705, 5.01665], [-4.89085, -5.16486, 7.10164], [-2.70303, -4.27048, 7.89691], [-2.53061, -1.68151, 4.50349], [-4.71341, -2.53535, 3.72092], [-0.17236, 2.29684, -5.72120], [0.95401, 2.81011, -5.09201], [2.11471, 2.05116, -5.02903], [2.10891, 0.79635, -5.60364], [1.00078, 0.26118, -6.23520], [-0.15072, 1.02832, -6.28888], [3.34519, -0.01191, -5.54924], [4.31316, 0.46719, -4.99805], [3.32211, -1.11435, -6.06395], [-1.08065, 2.88499, -5.75711], [0.92937, 3.77776, -4.61646], [2.99496, 2.41025, -4.51881], [1.05547, -0.72876, -6.66075], [-1.03456, 0.63120, -6.77164], [6.92837, -3.83604, 0.47045], [5.63922, -3.62846, 0.93820], [4.55112, -3.88682, 0.12007], [4.79618, -4.35966, -1.15424], [6.06830, -4.57966, -1.64879], [7.14292, -4.30922, -0.81842], [3.64115, -4.63939, -2.03200], [2.53741, -4.40218, -1.58836], [3.85942, -5.10016, -3.13497], [7.77233, -3.61974, 1.11196], [5.46864, -3.25106, 1.93555], [3.53824, -3.72226, 0.45548], [6.19363, -4.94121, -2.65772], [8.14981, -4.46318, -1.18251]], "atomic_forces_ev_per_a": [[0.1726, 0.0644, 0.0505], [-0.0688, -0.3669, -0.0843], [-0.0775, 0.3259, 0.0648], [0.0142, 0.4001, -0.1691], [0.0964, -0.3544, 0.5576], [-0.1840, 0.3103, -0.9843], [-0.0504, -0.1740, 0.2008], [0.0874, 0.3079, 0.0221], [-0.0991, 0.1143, -0.0046], [0.5103, -0.4491, -0.4741], [-0.1606, -0.1677, 0.0261], [0.1432, 0.1115, 0.1247], [0.0196, 0.2475, -0.2157], [-0.1932, -0.1760, 0.1917], [-0.2330, 0.5407, -0.0420], [-0.1075, -0.0981, 0.0821], [0.2990, -0.3179, 0.1809], [0.8913, 0.0602, -0.5352], [-0.0777, -0.3750, 0.0927], [-0.4508, 0.1319, 0.2785], [-0.0522, -0.0297, -0.0505], [-0.1018, 0.0125, 0.0756], [-0.0296, 0.0018, 0.0089], [-0.0137, -0.0011, -0.0310], [0.0156, 0.0722, 0.0788], [-0.0162, -0.0586, 0.1478], [-0.0138, 0.0834, -0.0945], [-0.0584, 0.0943, -0.1891], [-0.1207, 0.0324, 0.0402], [0.1110, 0.0086, 0.0710], [-0.0233, 0.0476, 0.0085], [-0.0620, -0.1463, 0.0539], [0.0206, -0.0349, 0.0597], [-0.0100, -0.0874, 0.0116], [0.0429, -0.1491, -0.0252], [0.0375, 0.0273, 0.1502], [-0.0550, 0.0467, 0.0079], [-0.0553, -0.0387, 0.0237], [0.0587, 0.1956, -0.0359], [0.0406, -0.0414, -0.0490], [-0.0516, 0.0272, 0.0682], [-0.0273, -0.1780, 0.1579], [-0.0295, -0.0792, 0.0267], [0.0183, -0.0178, -0.0909], [0.0217, -0.0830, -0.0908], [-0.0337, 0.0288, 0.1076], [-0.0643, 0.1424, 0.0493], [-0.0337, 0.0358, 0.0040], [0.0111, -0.0170, -0.0076], [-0.0146, 0.0254, -0.0152], [0.0098, -0.0039, 0.0538], [0.1174, 0.0791, -0.1777], [-0.0158, -0.0296, 0.0485], [-0.0143, 0.0555, 0.0066], [0.1857, -0.0696, 0.0547], [-0.2742, 0.0109, 0.2100], [-0.1116, 0.0981, -0.0667], [-0.0024, -0.0060, 0.0027], [0.0180, -0.1410, 0.0572], [0.0278, -0.0376, -0.0321], [-0.0021, 0.0069, 0.0162], [-0.0058, -0.0075, 0.0128], [0.0565, -0.0945, -0.1330], [0.0846, -0.0774, 0.0661], [-0.2434, -0.0375, 0.1279], [-0.0584, -0.0787, -0.1521], [0.0560, 0.0230, 0.0613], [-0.0476, 0.0246, -0.0680], [-0.0056, 0.0812, 0.0933], [0.0565, -0.0576, -0.0444], [-0.0144, -0.0186, -0.0065], [0.0524, 0.0037, 0.0481], [-0.0248, 0.0208, 0.0324], [-0.0772, 0.0198, 0.1123], [-0.0091, 0.0221, 0.0051], [0.0008, 0.0029, 0.0102], [0.0078, 0.0535, -0.0152], [-0.0236, -0.0776, -0.0187], [0.0580, 0.0178, -0.0240], [-0.0319, 0.0253, 0.0773], [-0.0177, 0.0013, -0.0511], [0.0160, 0.0648, 0.0006], [0.0651, -0.0432, 0.0600], [-0.0460, -0.0254, 0.0007], [0.0159, 0.1398, -0.0135], [0.0164, -0.0034, -0.0032], [0.0120, -0.0003, -0.0145], [-0.0085, -0.0121, -0.0077], [0.0084, 0.0013, 0.0264], [0.0128, 0.0063, 0.0207], [0.0021, 0.0217, 0.0112], [-0.0150, -0.0201, 0.0378], [-0.0386, 0.0118, -0.0588], [0.1315, 0.0593, 0.0424], [-0.1215, -0.0292, 0.0518], [0.0281, -0.0111, -0.0715], [-0.0640, 0.0138, -0.0535], [0.0315, -0.0198, 0.0220], [-0.0363, -0.0013, 0.0057], [-0.0022, -0.0165, -0.0120], [-0.0117, -0.0095, -0.0092], [-0.0063, -0.0141, 0.0192], [0.1199, 0.0654, 0.0141], [-0.0228, -0.0363, -0.0080], [0.1505, 0.0524, -0.0488], [-0.1110, -0.1199, -0.1148], [-0.1358, 0.0595, 0.0975], [0.2104, -0.0618, -0.0123], [-0.0481, 0.0610, 0.0179], [0.0656, -0.0623, -0.0968], [-0.1189, -0.0195, 0.0505], [0.0704, 0.0392, -0.0230], [0.0159, -0.0025, -0.0127], [0.0450, 0.0147, -0.0087], [0.0136, 0.0111, 0.0222], [0.0050, -0.0323, 0.0074], [-0.0147, -0.0128, -0.0164], [0.0409, 0.0366, -0.0690], [0.0045, -0.0113, -0.0177], [-0.0377, 0.0193, 0.0097], [0.0458, 0.0084, 0.0268], [-0.1263, -0.0153, -0.1405], [0.0002, 0.0454, 0.0612], [0.0292, -0.0122, -0.0149], [0.0662, -0.0212, 0.1079], [-0.1072, -0.0688, -0.0763], [0.0172, 0.0026, -0.0150], [0.0104, 0.0094, -0.0015], [0.0122, 0.0330, 0.0457], [-0.0108, 0.0336, 0.0155], [0.0153, -0.0021, -0.0095], [0.0112, 0.0090, 0.0126]], "energy_ha": -3637.36220, "de_lowest_kcal_mol": 0.0, "total_charge": -1, "lumo_ev": 1.01, "e_homo_ev": -4.5}

---

{"formula": "CH3Li2O", "method": "ωB97M-V/def2-TZVPD", "elements": ["O", "C", "Li", "H", "H", "Li", "H"], "xyz": [[0.71516, -0.25209, 0.49645], [-0.61716, -0.18699, 0.41871], [1.27066, 0.54686, 1.42574], [-1.20049, 0.19703, 1.27147], [-1.04831, -0.06744, -0.58995], [0.42285, -2.07797, 0.15999], [2.30929, 1.81636, 0.71976]], "atomic_forces_ev_per_a": [[-5.2003, -7.3784, -6.6307], [-0.2715, -0.0944, -0.5443], [5.2153, 6.9938, 6.4862], [0.1934, -0.1482, -0.3128], [0.0031, 0.0665, 0.4441], [0.1669, 0.7206, 0.0520], [-0.1069, -0.1597, 0.5054]], "energy_ha": -130.04108, "multiplicity": 2, "de_lowest_kcal_mol": 8.1, "s2": 0.753, "total_charge": 0, "lumo_ev": [-1.31, -1.48], "e_homo_ev": [-5.9, -5.9]}

---

{"formula": "C6H11N3OPS2", "method": "ωB97M-V/def2-TZVPD", "elements": ["C", "C", "C", "C", "C", "C", "N", "N", "N", "O", "P", "S", "S", "H", "H", "H", "H", "H", "H", "H", "H", "H", "H", "H"], "xyz": [[-0.22132, 0.89778, -1.53190], [-0.57000, 3.07907, -2.33494], [-0.24443, 1.74658, -2.66738], [-0.58012, 1.54426, -0.39238], [-0.11976, -0.27387, 1.18360], [0.21253, 1.20354, -4.02556], [0.45278, -3.02340, 1.60409], [-0.70300, 0.85298, 0.80811], [-0.26365, -0.77293, 2.38881], [1.58004, -1.92725, 3.61980], [0.14345, -2.32244, 3.08949], [-1.08660, -2.84180, 4.53398], [-0.86302, 3.18619, -0.68932], [-0.02239, -0.14841, -1.69320], [-0.37005, 3.89662, -2.94745], [0.63523, -0.71424, 0.58736], [0.97219, 1.75401, -4.44483], [0.41081, 0.08019, -3.92777], [-0.66892, 1.31927, -4.72291], [1.17070, -2.62005, 1.12428], [0.47399, -4.07841, 1.42294], [-1.14968, 1.47289, 1.48252], [-0.96629, -0.41769, 2.97656], [1.77751, -1.89290, 4.55608]], "atomic_forces_ev_per_a": [[-0.4662, 0.5177, -1.4273], [0.9047, -3.7872, -0.0922], [0.8409, 0.8427, -0.1741], [0.8708, -1.3401, -1.7349], [-0.2610, 1.5683, 0.8561], [-3.6704, -1.8097, 0.9665], [-2.5156, -3.9182, 1.6032], [-0.1685, 0.7964, 1.4739], [-0.3882, -0.4837, -0.0449], [0.7023, -0.0624, -0.5635], [0.0850, -0.5456, 0.6411], [1.0019, 0.3458, -2.0724], [-0.4671, 1.0584, 1.4408], [-0.0245, -0.2359, 0.4440], [-0.2632, 1.4106, -0.7412], [0.1440, -0.3119, -1.0872], [2.0688, 0.9738, -0.8054], [0.0405, 1.7429, -0.3203], [0.9103, -0.3072, 0.5290], [2.5182, 1.2480, -1.4571], [-0.2644, 2.1528, 0.8553], [-0.1633, -0.9099, 0.5191], [-1.1563, 1.1865, 0.7854], [-0.2788, -0.1321, 0.4061]], "energy_ha": -1612.27041, "de_lowest_kcal_mol": 27.6, "total_charge": 1, "lumo_ev": -4.13, "e_homo_ev": -12.0, "smiles": "Cc1csc(N/C=[NH+]/[P@@](N)(O)=S)c1"}

---

{"formula": "C10H14O4SW", "method": "ωB97M-V/def2-TZVPD", "elements": ["W", "C", "C", "C", "C", "C", "C", "C", "C", "C", "C", "H", "H", "H", "H", "H", "H", "H", "H", "H", "H", "H", "H", "H", "H", "O", "S", "O", "O", "O"], "xyz": [[0.78109, -0.32967, 0.14189], [-2.86927, -0.76194, -2.20109], [-1.49275, -1.19423, -2.10595], [-5.78004, -5.78282, -8.76186], [-0.34605, -0.36875, -1.91825], [0.98523, -0.96563, -1.89215], [2.15000, -0.14481, -1.72952], [2.03079, 1.26684, -1.63471], [3.20363, 2.15206, -1.61782], [0.69951, 1.82370, -1.53073], [-0.42575, 1.06704, -1.75872], [-3.53319, -1.55855, -2.52455], [-2.99242, 0.14290, -2.80876], [-3.20083, -0.45884, -1.18698], [-1.28706, -2.26319, -2.17910], [-6.35187, -4.89719, -9.04197], [-6.15112, -6.44719, -7.98049], [-4.84542, -6.01260, -9.27520], [1.11544, -2.02932, -2.07671], [3.13550, -0.59467, -1.79260], [3.13119, 2.91436, -0.83579], [3.18820, 2.72225, -2.56288], [4.14876, 1.61778, -1.55823], [0.59420, 2.88973, -1.35671], [-1.40145, 1.54271, -1.73619], [1.83665, 1.01057, 1.58271], [0.64942, 1.25559, 2.41054], [0.61704, 1.76223, 3.70010], [-0.49976, 0.84815, 1.59556], [0.91902, -1.66381, 1.09385]], "atomic_forces_ev_per_a": [[-0.0954, 0.6371, 0.5726], [0.0219, 0.0462, -0.0398], [-0.0144, 0.0119, 0.1929], [-0.1541, -0.1625, -0.2225], [0.0661, 0.1008, 0.1000], [0.0242, 0.0566, -0.2340], [0.0256, -0.0361, -0.0212], [-0.0189, 0.0276, -0.0233], [0.0296, -0.0138, 0.0191], [0.0373, 0.0331, -0.1482], [0.0462, -0.0014, -0.1060], [-0.0044, -0.0060, -0.0192], [0.0041, -0.0012, 0.0208], [-0.0224, -0.0379, 0.0092], [-0.0073, -0.0072, 0.0188], [0.0011, -0.0050, 0.0004], [0.0013, 0.0015, -0.0052], [-0.0054, -0.0010, 0.0023], [-0.0345, -0.0089, 0.0154], [-0.0129, -0.0250, -0.0008], [-0.0071, 0.0094, -0.0154], [0.0063, -0.0161, -0.0081], [-0.0010, 0.0012, 0.0115], [0.0256, 0.0091, -0.0355], [0.0149, 0.0269, -0.0102], [-0.0485, -0.1285, 0.1364], [-0.1237, 0.1988, -0.1983], [0.0281, 0.0622, -0.0232], [0.0494, -0.2293, 0.1699], [0.1685, -0.5423, -0.1584]], "energy_ha": -1153.79780, "de_lowest_kcal_mol": 13.2, "total_charge": 4, "lumo_ev": -15.77, "e_homo_ev": -23.0}

---

{"formula": "HO3PS2", "method": "ωB97M-V/def2-TZVPD", "elements": ["O", "O", "O", "P", "S", "S", "H"], "xyz": [[-1.32693, -1.57306, 1.02180], [1.27471, -2.08580, 0.95925], [0.28838, 0.26431, 0.81010], [2.35394, -1.97390, -0.19476], [1.69255, -1.24957, -1.88334], [-0.04749, -1.17939, 1.58940], [-0.10420, 0.12926, -0.08156]], "atomic_forces_ev_per_a": [[1.3938, -0.3669, 0.3509], [-1.5236, 0.1645, 0.9520], [-0.2704, -1.6347, 0.5058], [0.6024, 0.3729, -2.2574], [0.2623, -0.4384, 1.4107], [-0.7009, 1.6111, -1.2109], [0.2364, 0.2915, 0.2488]], "energy_ha": -1364.04914, "de_lowest_kcal_mol": 33.9, "total_charge": 0, "lumo_ev": -1.27, "e_homo_ev": -9.6}